{"formula": "C52H65ClN4O12ReS3Si2", "method": "the ωB97M-V functional and the def2-TZVPD basis", "elements": ["Re", "C", "O", "C", "C", "C", "C", "C", "C", "N", "N", "C", "C", "C", "C", "O", "C", "N", "C", "C", "C", "C", "H", "H", "H", "H", "H", "H", "H", "H", "H", "H", "H", "H", "C", "Si", "C", "C", "N", "C", "C", "C", "C", "C", "C", "O", "C", "C", "C", "C", "C", "C", "H", "H", "H", "H", "H", "H", "H", "H", "H", "H", "H", "H", "H", "H", "H", "H", "H", "H", "C", "C", "C", "C", "O", "Si", "S", "O", "C", "C", "C", "C", "O", "C", "C", "C", "C", "H", "H", "H", "H", "H", "H", "H", "H", "H", "H", "H", "H", "H", "H", "H", "H", "H", "H", "H", "H", "H", "H", "H", "H", "H", "H", "H", "O", "S", "O", "O", "S", "C", "C", "C", "C", "Cl", "C", "C", "C", "O", "C", "C", "O", "O", "H", "H", "H", "H", "H", "H", "H", "H"], "positions_angstrom": [[0.15152, -0.94262, 1.73766], [4.23058, -3.62159, -5.42573], [5.00355, -3.82418, -4.25831], [5.41286, -2.69855, -3.59474], [5.62275, -2.82634, -2.22411], [6.00781, -1.73223, -1.47590], [6.20375, -0.49798, -2.08965], [6.07348, -0.39609, -3.46505], [5.65310, -1.48140, -4.22059], [6.70872, 0.64090, -1.37826], [6.26846, 1.01469, -0.27720], [5.09250, 0.54127, 0.37194], [5.20178, 0.50299, 1.75196], [4.17744, 0.08313, 2.60043], [2.94209, -0.25106, 2.06152], [1.90360, -0.60058, 2.75633], [2.79901, -0.16719, 0.63775], [1.56223, -0.52138, 0.18523], [1.29988, -0.51266, -1.10089], [2.23562, 0.00345, -2.01704], [3.46343, 0.40908, -1.58168], [3.83033, 0.23993, -0.22133], [3.82708, -4.59448, -5.69678], [4.83595, -3.24602, -6.25578], [3.40985, -2.92666, -5.23094], [5.45217, -3.78856, -1.76070], [6.14696, -1.82088, -0.40640], [6.27442, 0.55506, -3.94261], [5.51806, -1.36912, -5.28728], [6.15290, 0.80640, 2.17289], [4.30753, 0.05990, 3.67270], [0.32656, -0.85537, -1.41806], [1.93874, 0.10920, -3.05034], [4.15089, 0.87410, -2.27273], [-3.50276, -0.05622, 1.69794], [-3.01455, -1.58544, 0.76901], [-3.97406, -1.49561, -0.86200], [-3.69879, -3.03519, 1.78315], [-1.26092, -1.95874, 0.61443], [-0.95653, -3.16632, -0.00080], [-1.86260, -3.89452, -0.79731], [-1.55972, -5.12203, -1.36236], [-0.31724, -5.70276, -1.18095], [0.62018, -5.01677, -0.42082], [0.29910, -3.79787, 0.14353], [1.24487, -3.08123, 0.85912], [2.34286, -3.75028, 1.37469], [3.59011, -3.38127, 0.90748], [4.72202, -3.97501, 1.45197], [4.59964, -4.93984, 2.43707], [3.33591, -5.31595, 2.87831], [2.20004, -4.72434, 2.35372], [-4.55650, -0.20928, 1.95954], [-3.42691, 0.80406, 1.03419], [-2.95313, 0.16118, 2.60773], [-4.41325, -0.50045, -0.93851], [-4.77794, -2.23847, -0.88464], [-3.34871, -1.61222, -1.74397], [-4.79016, -3.00192, 1.81846], [-3.33181, -2.93221, 2.80675], [-3.39436, -4.01580, 1.41516], [-2.84160, -3.49101, -0.98052], [-2.31684, -5.62123, -1.95537], [-0.06991, -6.66034, -1.62047], [1.60869, -5.42690, -0.26297], [3.66413, -2.63277, 0.13110], [5.70481, -3.67891, 1.10667], [5.48406, -5.39590, 2.86347], [3.23311, -6.06924, 3.64941], [1.21281, -4.97548, 2.70668], [-3.63281, 5.52518, -1.19793], [-3.76404, 4.12758, -0.59044], [-5.10992, 3.99336, 0.11769], [-2.63152, 3.87368, 0.39671], [-3.77981, 3.14781, -1.62549], [-2.55984, 2.44332, -2.50507], [-1.77716, 0.76247, -1.69384], [-1.50296, 3.71319, -2.77976], [-0.10985, 3.70484, -3.07625], [0.21186, 5.10839, -3.58764], [0.69297, 3.40664, -1.81122], [0.20610, 2.67442, -4.16174], [-3.24284, 2.10752, -3.99175], [-3.97184, 2.83180, -4.95822], [-2.97982, 3.49399, -5.91605], [-4.87861, 3.89453, -4.34580], [-4.81698, 1.80032, -5.70458], [-3.60140, 6.27854, -0.40777], [-4.48519, 5.73894, -1.84610], [-2.71782, 5.58783, -1.78600], [-5.22377, 4.76802, 0.87926], [-5.18321, 3.01865, 0.60031], [-5.92042, 4.08607, -0.60846], [-2.63553, 4.62750, 1.18663], [-1.66732, 3.90786, -0.10700], [-2.72931, 2.89648, 0.86259], [-0.03327, 5.84639, -2.82268], [-0.37665, 5.32693, -4.48086], [1.27223, 5.19791, -3.83399], [0.55244, 4.19477, -1.06952], [1.75979, 3.33810, -2.04157], [0.36640, 2.46127, -1.37728], [-0.45839, 2.81610, -5.01508], [0.04710, 1.67017, -3.77164], [1.24186, 2.78197, -4.49558], [-2.34214, 4.18095, -5.35959], [-3.49796, 4.04751, -6.70402], [-2.34687, 2.73383, -6.37731], [-4.28541, 4.68816, -3.89632], [-5.49543, 3.45789, -3.56208], [-5.52116, 4.32753, -5.11738], [-4.17034, 1.01770, -6.10332], [-5.37063, 2.26183, -6.52594], [-5.52191, 1.33597, -5.01452], [0.46672, 1.11511, 4.33248], [-0.51004, 1.92804, 3.64587], [-0.14627, 3.32015, 3.47033], [-1.88129, 1.71443, 4.07705], [-0.50067, 1.28700, 1.54886], [-2.63119, 0.68136, 7.10932], [-1.18619, 0.28895, 7.16333], [-0.23312, 1.10733, 7.74137], [1.10618, 0.75570, 7.71076], [2.28227, 1.81073, 8.46755], [1.52834, -0.39432, 7.08655], [0.58569, -1.23173, 6.50510], [-0.75749, -0.89752, 6.55782], [-1.75528, -1.68643, 6.04946], [-1.36381, -2.76477, 5.24075], [-0.73051, -2.38134, 3.90669], [0.07491, -3.15327, 3.37836], [-1.07240, -1.27422, 3.37567], [-2.82752, 1.50953, 7.79089], [-3.28005, -0.15647, 7.36585], [-2.87115, 0.99461, 6.09148], [-0.53301, 2.04517, 8.19099], [2.58122, -0.62980, 7.02271], [0.93116, -2.10449, 5.96998], [-2.28135, -3.31118, 5.01013], [-0.68338, -3.44537, 5.76203]], "forces_ev_per_angstrom": [[-0.4, 0.1, -0.3], [0.0, 0.0, 0.0], [0.0, 0.0, 0.1], [0.0, 0.0, 0.0], [0.0, 0.0, 0.0], [0.0, 0.0, 0.0], [0.1, 0.1, 0.1], [0.0, 0.0, 0.0], [-0.1, 0.0, 0.0], [0.0, -0.1, 0.0], [-0.1, 0.1, -0.1], [0.1, -0.1, 0.0], [0.0, -0.1, 0.1], [0.0, 0.0, -0.1], [-0.1, 0.2, 0.0], [0.1, -0.2, -0.1], [-0.1, 0.1, 0.0], [-0.1, 0.0, -0.1], [0.1, 0.1, -0.1], [0.0, 0.0, 0.1], [0.0, 0.0, 0.0], [-0.1, 0.1, 0.0], [0.0, 0.0, 0.0], [0.0, 0.0, 0.0], [0.0, 0.0, 0.0], [0.0, 0.0, 0.0], [0.0, 0.0, 0.0], [0.0, 0.0, 0.0], [0.0, 0.0, 0.0], [0.0, 0.0, 0.0], [0.0, 0.0, 0.0], [-0.1, 0.1, 0.0], [0.0, 0.0, 0.0], [0.0, 0.0, 0.0], [0.1, 0.0, 0.0], [-0.1, 0.0, -0.1], [0.0, -0.1, 0.1], [0.1, 0.0, 0.0], [-0.1, 0.3, 0.0], [0.1, -0.1, 0.0], [0.0, 0.0, 0.0], [0.0, 0.0, 0.0], [0.0, 0.0, 0.0], [0.0, 0.0, -0.1], [0.0, 0.0, 0.0], [0.1, 0.0, 0.3], [0.0, 0.0, 0.1], [0.0, 0.0, 0.0], [0.0, 0.0, 0.0], [0.0, 0.0, 0.0], [0.0, 0.0, 0.0], [0.0, 0.0, 0.0], [-0.1, 0.0, 0.0], [0.0, 0.0, 0.0], [0.0, 0.0, 0.1], [0.0, 0.0, 0.0], [0.0, -0.1, 0.0], [0.0, 0.0, 0.0], [0.0, 0.0, 0.0], [0.0, 0.0, 0.1], [0.0, 0.0, 0.0], [-0.1, 0.0, 0.0], [0.0, 0.0, 0.0], [0.0, 0.0, 0.0], [0.0, 0.0, 0.0], [0.0, 0.0, 0.0], [0.0, 0.0, 0.0], [0.0, 0.0, 0.0], [0.0, 0.0, 0.0], [0.0, 0.0, 0.0], [0.0, -0.1, 0.0], [0.0, -0.1, 0.1], [0.0, 0.0, 0.0], [0.0, 0.1, 0.0], [0.0, 0.2, -0.2], [0.0, -0.1, 0.0], [0.2, 0.0, -0.2], [0.1, 0.2, 0.0], [0.0, 0.0, 0.0], [0.0, -0.1, 0.0], [0.0, 0.0, 0.0], [0.0, 0.0, 0.0], [-0.2, -0.1, 0.1], [0.1, 0.0, 0.0], [-0.1, 0.0, 0.0], [0.0, 0.0, 0.0], [0.0, 0.0, 0.0], [0.0, 0.0, 0.0], [0.0, 0.0, 0.0], [0.0, 0.0, 0.0], [0.0, 0.0, 0.0], [0.0, 0.0, 0.0], [0.0, 0.0, 0.0], [0.0, 0.0, 0.0], [0.1, 0.0, 0.0], [0.0, -0.1, 0.0], [0.0, 0.0, 0.0], [0.0, 0.0, 0.0], [0.0, 0.0, 0.0], [0.0, 0.0, 0.0], [0.0, 0.0, 0.0], [0.0, 0.0, 0.0], [0.1, 0.0, 0.0], [0.0, -0.1, 0.0], [0.0, 0.0, 0.0], [0.0, 0.0, 0.0], [0.0, 0.0, 0.0], [0.0, 0.0, 0.0], [0.0, 0.0, 0.0], [0.0, 0.0, 0.0], [0.0, 0.0, 0.0], [0.0, 0.0, 0.0], [0.0, 0.0, 0.0], [0.0, 0.0, 0.0], [0.1, 0.0, 0.1], [-0.1, 0.3, -0.1], [0.0, 0.0, 0.0], [0.0, 0.0, 0.0], [0.4, -0.9, 0.4], [0.0, 0.0, 0.0], [0.0, 0.0, 0.0], [0.0, 0.0, 0.0], [0.1, 0.0, 0.0], [0.0, 0.0, 0.0], [0.0, 0.0, 0.0], [0.0, 0.0, -0.1], [-0.1, 0.0, 0.0], [0.0, 0.1, -0.1], [-0.2, -0.1, -0.1], [0.2, -0.1, 0.1], [0.0, -0.1, 0.1], [0.2, 0.1, 0.1], [0.0, 0.0, 0.0], [0.0, 0.0, 0.0], [0.0, 0.0, 0.0], [0.0, 0.0, 0.0], [0.0, 0.0, 0.0], [0.0, 0.0, 0.0], [0.0, 0.0, 0.0], [0.0, 0.0, -0.1]], "homo_energy_ev": [-2.5, -2.5], "total_energy_ev": -148433.2825, "homo_lumo_gap_ha": [0.2161, 0.2145], "lumo_energy_ev": [3.421, 3.290], "charge": -2, "spin_multiplicity": 4, "e_above_lowest_ev": 0.0000, "s2": 3.78}